Entry 1:
The following is a quantum chemistry calculation of a 2-piece molecular cluster, C5H5N2O4 overall, from the Open Molecules 2025 dataset.

Values from the calculation:
spin multiplicity = 1
lowest unoccupied orbital energy (alpha / beta) = 3.65 / 3.65 eV
energy relative to the best compared isomer or geometry (same formula, charge and spin) = 114.5 kJ/mol
frontier orbital gap (alpha / beta) = 0.1986 / 0.1986 Eh
charge = -1

Element x y z (Å)
C 0.3589 0.5983 0.8412
C 1.5797 -1.3379 -1.9873
C 0.6727 -2.9660 0.5372
C -0.9071 0.6478 0.0823
C 0.8002 -0.5114 -1.0172
N 1.2816 -0.1751 0.2207
N -0.5465 -0.0234 -1.1181
O 1.1556 -1.8842 -3.0486
O 1.6463 -2.8506 1.0890
O 2.9453 -1.2434 -1.5854
O -0.3963 -3.2089 0.1440
H 0.3491 1.2615 1.7004
H -1.7000 0.2023 0.6749
H -1.2427 1.6386 -0.1312
H -0.8157 0.4994 -1.9689
H 2.8389 -0.8695 -0.6602

***

Entry 2:
The following is a quantum chemistry calculation of a 6-piece molecular cluster, C12H36N4O6 overall, from the Open Molecules 2025 dataset.

Values from the calculation:
spin multiplicity = 1
lowest unoccupied orbital energy = -0.28 eV
SMILES = NC(N)=O.NC(N)=O.CC(C)O.CC(C)O.CC(C)O.CO
energy relative to the best compared isomer or geometry (same formula, charge and spin) = 549.2 kJ/mol
frontier orbital gap = 0.3147 Eh
charge = 0

Element x y z (Å)
C -19.6840 12.3270 28.6840
O -19.5690 13.7330 28.7750
H -19.9260 11.8970 27.7210
H -20.5360 12.0000 29.2620
H -18.6900 11.9100 28.9290
H -18.8930 13.9260 28.1100
C -15.9840 10.4690 26.8620
O -14.7570 11.0870 27.0670
N -17.0760 11.1620 26.9360
N -16.1750 9.1860 26.8180
H -17.1180 12.1730 27.0730
H -17.9950 10.7380 26.7320
H -15.4340 8.5200 26.8420
H -17.0890 8.7410 26.7640
C -19.0710 13.6570 25.4100
O -18.1530 13.9520 26.3680
N -20.3400 13.5090 25.6280
N -18.7450 13.3930 24.2090
H -20.5990 13.5420 26.6450
H -21.0570 13.2400 24.9480
H -17.7200 13.5070 24.0330
H -19.3900 13.4670 23.3480
C -16.9630 10.6380 31.0240
C -15.6380 10.3260 30.3290
C -14.5750 10.1290 31.4610
O -15.6170 9.2720 29.6370
H -17.7040 10.7540 30.2860
H -16.8110 11.6070 31.5160
H -17.2330 9.7650 31.7230
H -15.4360 11.1140 29.6280
H -14.6480 9.2480 32.0730
H -14.5620 10.9960 32.1660
H -13.5610 10.0710 31.0240
H -16.0190 9.4120 28.7420
C -14.7990 14.0460 30.6920
C -14.5560 13.7600 29.2210
C -15.8690 13.9070 28.3990
O -13.5990 14.4080 28.6960
H -13.9030 13.7500 31.2650
H -15.6570 13.6070 31.1590
H -14.9460 15.1020 30.8060
H -14.2280 12.7360 29.1140
H -16.2310 14.9280 28.3970
H -16.5650 13.2500 28.8530
H -15.7600 13.5900 27.3570
H -12.7540 13.9550 29.0140
C -21.7300 8.1640 26.0870
C -21.2460 9.3090 26.9470
C -21.4650 8.9740 28.4440
O -20.0430 9.5820 26.8400
H -21.4400 8.2310 25.0220
H -22.8500 8.1170 26.1640
H -21.3960 7.2070 26.4160
H -21.8150 10.1870 26.6280
H -22.5610 8.9280 28.7340
H -20.9040 9.5840 29.1720
H -21.1280 7.9290 28.6040
H -19.7230 9.8880 25.9460

***

Entry 3:
The following is a quantum chemistry calculation of one molecule with the formula C30H62, from the Open Molecules 2025 dataset.

Values from the calculation:
spin multiplicity = 1
lowest unoccupied orbital energy = 0.89 eV
energy relative to the best compared isomer or geometry (same formula, charge and spin) = 20.2 kJ/mol
frontier orbital gap = 0.4139 Eh
charge = 0

Element x y z (Å)
C -8.1364 -0.3020 -1.1163
H -8.5409 -1.2616 -1.4316
H -7.2205 -0.1240 -1.6734
H -8.8549 0.4736 -1.3740
C -7.8768 -0.3068 0.3881
C -9.1450 -0.7232 1.1324
H -9.9508 -0.0200 0.9314
H -8.9715 -0.7471 2.2061
H -9.4678 -1.7128 0.8162
C -7.4172 1.0654 0.8949
C -6.1264 1.6022 0.2735
H -6.2546 1.7220 -0.8038
C -4.9119 0.7159 0.5410
H -4.8218 0.5374 1.6153
H -5.0703 -0.2490 0.0588
C -3.6010 1.3206 0.0225
C -3.0946 2.4135 0.9631
H -2.8331 1.9867 1.9297
H -3.8514 3.1777 1.1199
H -2.2105 2.8943 0.5496
C -2.5218 0.2408 -0.1424
C -2.7034 -0.6034 -1.4025
H -2.6036 0.0360 -2.2812
H -3.7144 -1.0175 -1.4216
C -1.7206 -1.7734 -1.4902
H -1.9111 -2.4364 -0.6442
H -1.9298 -2.3355 -2.4045
C -0.2392 -1.3818 -1.4850
C 0.0927 -0.4354 -2.6385
H 1.1608 -0.2280 -2.6639
H -0.1897 -0.8823 -3.5897
H -0.4284 0.5117 -2.5327
H -0.0168 -0.8696 -0.5457
C 0.6626 -2.6192 -1.5873
C 0.5448 -3.6339 -0.4475
C 0.7727 -3.0682 0.9561
C 2.0995 -2.3306 1.1510
H 2.0866 -1.4343 0.5312
H 2.1586 -2.0066 2.1938
C 3.3596 -3.1379 0.8207
C 3.4447 -4.4126 1.6588
H 2.6289 -5.0917 1.4273
H 4.3805 -4.9322 1.4629
H 3.4036 -4.1719 2.7193
C 4.6249 -2.2992 1.0505
C 4.6961 -1.0256 0.2095
H 3.9688 -0.3013 0.5778
C 6.0894 -0.3982 0.2431
H 6.4314 -0.3175 1.2777
C 6.1195 0.9915 -0.4075
C 7.5409 1.3498 -0.8375
H 7.9008 0.6576 -1.5959
H 7.5753 2.3554 -1.2506
H 8.2164 1.3059 0.0147
H 5.4930 0.9565 -1.3053
C 5.5661 2.0612 0.5465
C 4.8790 3.2222 -0.1768
C 3.4609 2.8768 -0.6391
H 3.4737 1.8842 -1.0942
H 3.1487 3.5842 -1.4110
C 2.4201 2.8955 0.4884
C 1.1858 2.0925 0.0837
H 0.4459 2.1014 0.8817
H 0.7344 2.5173 -0.8109
H 1.4518 1.0589 -0.1262
C 2.0140 4.3235 0.8454
H 1.5443 4.8073 -0.0090
H 1.3049 4.3226 1.6706
H 2.8769 4.9147 1.1414
H 2.8535 2.4284 1.3793
H 4.8400 4.0877 0.4870
H 5.4789 3.5070 -1.0437
H 6.3905 2.4475 1.1502
H 4.8528 1.6065 1.2346
H 6.7843 -1.0587 -0.2805
H 4.4378 -1.2595 -0.8269
H 4.6926 -2.0343 2.1086
H 5.4931 -2.9198 0.8130
H 3.3324 -3.4191 -0.2371
H -0.0351 -2.3729 1.1961
H 0.7041 -3.8912 1.6705
H 1.2684 -4.4305 -0.6344
H -0.4446 -4.0957 -0.4721
H 0.4387 -3.1358 -2.5250
H 1.6990 -2.2801 -1.6474
H -2.5280 -0.4082 0.7369
H -1.5483 0.7308 -0.1859
H -3.7894 1.7696 -0.9597
H -5.9472 2.5963 0.6892
H -7.2804 1.0038 1.9779
H -8.2169 1.7870 0.7068
H -7.0986 -1.0449 0.6071

***

Entry 4:
The following is a quantum chemistry calculation of one molecule with the formula C3H4Br2O, from the Open Molecules 2025 dataset.

Values from the calculation:
spin multiplicity = 1
lowest unoccupied orbital energy = 0.45 eV
SMILES = O[C@@H]1CC1(Br)Br
energy relative to the best compared isomer or geometry (same formula, charge and spin) = 93.4 kJ/mol
frontier orbital gap = 0.3695 Eh
charge = 0

Element x y z (Å)
C -0.3137 -0.9795 0.0828
C 0.2545 0.1786 -0.7604
C 0.2946 0.1925 0.8083
O -0.3512 0.9670 -1.6332
Br -0.9135 1.4751 1.6401
Br 1.9815 -0.0618 1.7564
H -1.2937 -1.0775 0.1951
H 0.1703 -1.8763 0.2713
H 1.3598 -0.0125 -1.0775
H -1.1886 1.1943 -1.2828